{"formula": "C32H52FN7O8P2", "method": "wB97M-V/def2-TZVPD", "elements": ["P", "P", "F", "O", "O", "O", "O", "O", "O", "O", "O", "N", "N", "N", "N", "N", "N", "N", "C", "C", "C", "C", "C", "C", "C", "C", "C", "C", "C", "C", "C", "C", "C", "C", "C", "C", "C", "C", "C", "C", "C", "C", "C", "C", "C", "C", "C", "C", "C", "C", "H", "H", "H", "H", "H", "H", "H", "H", "H", "H", "H", "H", "H", "H", "H", "H", "H", "H", "H", "H", "H", "H", "H", "H", "H", "H", "H", "H", "H", "H", "H", "H", "H", "H", "H", "H", "H", "H", "H", "H", "H", "H", "H", "H", "H", "H", "H", "H", "H", "H", "H", "H"], "coordinates": [[-6.97645, 4.29714, 0.71192], [-0.60890, 0.47655, -1.75654], [4.87189, 0.65699, -2.98804], [4.87143, -1.55999, -2.75445], [4.17137, -3.68828, -0.07059], [-5.94103, 4.87895, -0.25525], [9.85975, -2.53098, -0.48384], [9.78642, -3.87169, 4.37223], [7.32436, -2.51514, -1.63992], [3.30053, -5.79213, -0.13822], [-1.21678, 0.55703, -0.35114], [0.15932, 0.36303, -3.33128], [-6.83641, 2.68574, 0.15999], [-8.28625, 5.20397, 0.06111], [-1.44969, 1.83118, -2.37382], [6.44077, -0.36684, -1.46668], [-8.11160, 3.69122, 1.91141], [-1.32178, -1.05202, -2.10392], [-8.78731, 2.40921, 1.97554], [-7.32136, 2.15612, -1.09823], [-1.40960, -1.98312, -0.97501], [3.90761, -0.96842, 4.67542], [4.50674, -0.79649, 1.16361], [-5.59110, 2.02245, 0.53877], [-2.43127, -1.31181, -2.99460], [5.37454, -0.53123, -2.40418], [-2.86360, 1.90625, -2.68145], [9.35088, -3.18684, 0.40316], [-7.95724, 6.55869, -0.39333], [3.77145, -4.89135, 0.53189], [-0.97546, 3.11864, -1.87230], [5.78346, -1.61269, 1.58399], [6.97576, -2.81851, 3.64061], [1.07985, -0.75211, -3.51769], [3.16424, -1.64096, 1.09175], [-9.37141, 4.70134, -0.75263], [8.10453, -3.14816, 2.69786], [5.84052, -2.02808, 3.04671], [3.94839, -5.19170, 2.09103], [6.96756, -3.26136, 5.14886], [-8.71654, 4.68311, 2.79548], [-0.19318, 1.00803, -4.58174], [9.98458, -4.57487, 0.84340], [6.91121, -1.99519, 0.63271], [4.65628, -1.64390, 3.97942], [10.00519, -4.94654, 2.17731], [8.07596, -2.75073, 1.23500], [9.34979, -3.96013, 3.23628], [3.11405, -2.70587, -0.09714], [6.89702, -1.64425, -0.90190], [3.29819, -0.30655, 5.34526], [1.46417, -1.10141, -2.55643], [0.59462, -1.59511, -4.01986], [-9.34518, 2.29960, 2.91134], [-10.19697, 5.42014, -0.77704], [-7.52258, 6.54827, -1.39752], [-9.05461, 4.52767, -1.78798], [4.27353, -6.26647, 2.20797], [-2.48084, -2.37668, -3.24457], [-3.24195, 1.01278, -3.17361], [-3.38975, -1.03485, -2.53926], [1.95261, -0.45208, -4.10595], [-7.46530, 1.07308, -1.00778], [-9.70706, 4.98434, 2.43955], [2.32966, -0.89003, 0.87115], [-7.25198, 7.03470, 0.28865], [7.20515, 0.21289, -1.82656], [-4.71564, 2.59491, 0.21297], [-0.98749, 3.15475, -0.77714], [5.95062, -3.14101, 5.64063], [-1.56794, 3.95635, -2.24307], [-2.32268, -0.80486, -3.95261], [-0.22250, 2.09418, -4.49052], [4.60735, -0.21390, 0.20502], [-8.08628, 1.57401, 1.97116], [-6.63711, 2.35243, -1.93233], [7.16409, -4.38582, 5.15107], [-3.47919, 2.10413, -1.79665], [4.74860, -4.54952, 2.56144], [4.35013, -0.01822, 1.98457], [-8.81505, 4.29905, 3.81591], [-1.15236, 0.66019, -4.97345], [-5.54485, 1.92010, 1.62963], [-2.28020, -1.76863, -0.34736], [2.12806, -3.26478, -0.04086], [2.95466, -5.08578, 2.62542], [3.07637, -2.11100, -1.06550], [0.55709, 0.81370, -5.35516], [10.45049, -5.92623, 2.52404], [-3.03805, 2.70072, -3.41627], [10.44300, -5.29014, 0.10407], [-5.50655, 1.01559, 0.12672], [-1.48255, -3.01577, -1.32655], [-8.84867, 7.19143, -0.40879], [-8.09107, 5.57622, 2.86343], [-9.50278, 2.27441, 1.16036], [-0.51128, -1.92910, -0.35832], [2.87362, -2.09669, 2.09622], [7.76408, -2.72740, 5.73777], [-9.80732, 3.78905, -0.34674], [-8.30847, 2.52846, -1.36461], [0.05520, 3.28815, -2.20740]], "forces_ev_per_a": [[-4.063, -2.684, -5.319], [-6.660, -0.444, -3.276], [1.560, -1.340, 1.513], [0.481, 1.523, 0.988], [-0.564, -0.299, 0.965], [1.558, 0.944, 3.337], [-0.837, -0.725, 1.286], [-0.906, -0.090, -1.569], [-0.861, 1.756, 1.077], [0.736, 1.792, 0.726], [3.743, 0.342, 0.939], [1.782, -0.559, 1.422], [0.149, -1.770, 0.091], [-0.139, 1.833, -0.016], [-0.192, 1.584, -0.797], [-1.400, 0.140, -0.725], [1.191, 1.614, 1.298], [0.343, -1.641, 0.949], [0.718, -0.860, 0.379], [-0.251, 0.347, -0.228], [0.029, 0.271, 0.124], [0.457, -0.252, -0.092], [-0.187, 0.022, 0.640], [0.142, 0.476, 0.487], [0.430, 0.076, -0.663], [-0.346, -0.681, -1.114], [-0.261, -0.429, 0.070], [0.226, -0.640, 0.136], [0.312, -0.128, -0.003], [-0.580, -2.001, 0.039], [0.565, -0.266, 0.203], [1.536, -1.025, 0.634], [-0.166, 1.151, -2.456], [0.410, 0.001, 0.085], [-0.445, -0.089, -0.266], [-0.368, -0.363, 0.589], [-1.515, 0.957, -0.747], [0.454, -0.831, -0.489], [0.574, 0.484, -0.379], [-0.293, -0.707, -0.743], [0.209, 0.146, 0.220], [0.389, 1.149, -0.047], [-0.338, -0.390, 1.955], [-0.321, 0.477, 3.279], [1.412, 1.244, -0.707], [-0.830, 1.266, -1.282], [-1.386, 0.189, 1.279], [0.191, -0.479, -0.677], [-1.469, 0.963, 0.623], [1.316, -2.893, -0.137], [0.857, -1.332, -1.152], [-0.123, -0.078, -0.089], [-0.037, 0.028, 0.014], [0.070, 0.374, 0.013], [0.141, 0.111, 0.032], [0.100, 0.128, -0.048], [-0.014, -0.047, -0.048], [-0.469, 1.168, -0.395], [0.086, -0.009, 0.162], [0.131, -0.109, 0.218], [-0.061, 0.030, -0.018], [-0.043, 0.014, 0.039], [0.256, 0.027, 0.073], [0.011, -0.021, -0.025], [1.010, -0.951, 0.211], [0.062, -0.084, -0.169], [-0.383, -0.103, 0.362], [0.069, -0.086, -0.011], [-0.049, 0.100, 0.018], [1.266, 0.200, -0.841], [-0.121, -0.224, -0.124], [-0.033, 0.205, 0.068], [-0.189, -0.113, 0.017], [0.251, -0.824, 0.970], [-0.089, 0.060, -0.193], [-0.019, -0.021, -0.112], [0.052, 1.498, 0.178], [-0.114, 0.018, -0.020], [-1.065, -0.468, -0.460], [0.256, -0.983, -1.066], [0.018, -0.044, -0.065], [-0.098, 0.005, 0.181], [0.118, 0.046, 0.023], [0.001, -0.044, 0.172], [0.963, 0.732, -0.087], [1.171, 0.111, -0.713], [0.646, -1.135, 0.967], [0.109, -0.264, 0.258], [-0.470, 1.473, -0.295], [0.137, 0.146, 0.208], [-0.528, 1.318, 0.524], [-0.264, 0.079, -0.092], [-0.039, 0.085, -0.245], [-0.156, -0.220, 0.032], [-0.130, -0.024, -0.112], [0.112, 0.065, -0.139], [-0.154, 0.096, 0.061], [0.697, 0.438, -1.313], [-0.837, -0.647, -0.670], [0.166, -0.144, -0.037], [0.130, 0.235, 0.039], [0.062, 0.022, 0.095]], "largest_force_ev_per_a": 7.44, "smiles": "C#Cc1c(C)c2c(c(C(=O)NC(=O)F)c1CCCOC(C)=O)C(=O)C=CC2=O.CN(C)P(=O)(N(C)C)N(C)C.CN(C)P(=O)(N(C)C)N(C)C", "homo_lumo_gap_ev": 6.51, "homo_energy_ev": -7.82}